Entry a
Below is a cluster of 2 separate species, C2H5NS2 in total, with properties calculated with wB97M-V/def2-TZVPD.

The geometry in XYZ format:
```
10
Properties=species:S:1:pos:R:3:nbo_charge:R:1
C 1.728 -0.991 0.246 -0.156
C -1.039 0.761 -0.680 -0.705
N 2.085 0.095 -0.268 -0.228
S -1.744 -0.708 0.262 -0.096
S 0.152 1.728 0.306 0.114
H 2.191 -1.898 -0.003 0.203
H 0.978 -0.993 0.973 0.218
H -1.992 1.506 -0.711 0.245
H -0.775 0.577 -1.718 0.244
H -1.584 -0.075 1.593 0.159
```

Results
LUMO energy (spin up / spin down) in eV: -1.88 / -1.88
Highest occupied orbital energy (spin up / spin down) in eV: -8.8 / -8.8
Gap between HOMO and LUMO (spin up / spin down) in eV: 7.0 / 7.0

Entry b
Below is the molecule C2H5NS2, with properties calculated with wB97M-V/def2-TZVPD.

The geometry in XYZ format:
```
10
Properties=species:S:1:pos:R:3:nbo_charge:R:1
C 1.855 -1.291 0.045 -0.668
C 0.764 -0.265 -0.033 0.069
S 0.985 1.316 -0.014 -0.060
N -0.488 -0.814 -0.101 -0.748
S -2.005 -0.038 -0.041 0.185
H 2.208 -1.368 1.027 0.238
H 1.362 -2.174 -0.333 0.214
H 2.685 -1.089 -0.654 0.249
H -0.656 -1.625 0.508 0.398
H -1.575 0.828 0.959 0.122
```

Results
LUMO energy in eV: 0.57
Highest occupied orbital energy in eV: -8.6
Gap between HOMO and LUMO in eV: 9.2

In hartree, relative to the most stable structure: entry a 0.1264; entry b 0.0000.

Entry a
Below is the molecule C2H5NS2, with properties calculated with wB97M-V/def2-TZVPD.

The geometry in XYZ format:
```
10
Properties=species:S:1:pos:R:3:nbo_charge:R:1
C -1.020 -1.157 0.036 -0.786
S -0.634 -0.325 -1.454 0.276
C 0.159 1.077 -0.876 -0.102
N 0.893 1.369 0.089 -0.529
S 1.662 0.234 1.337 0.069
H -1.907 -2.016 -0.028 0.251
H -0.201 -1.929 0.465 0.225
H -1.225 -0.451 0.700 0.210
H -0.224 1.760 -1.598 0.201
H 2.496 1.438 1.329 0.184
```

Results
LUMO energy in eV: 0.46
Highest occupied orbital energy in eV: -8.8
Gap between HOMO and LUMO in eV: 9.3

Entry b
Below is the molecule C2H5NS2, with properties calculated with wB97M-V/def2-TZVPD.

The geometry in XYZ format:
```
10
Properties=species:S:1:pos:R:3:nbo_charge:R:1
C -1.645 -0.117 0.017 -0.827
S -0.053 -0.731 -0.295 0.415
C 0.681 0.661 -0.091 -0.190
N 1.962 0.851 -0.175 -0.566
S 2.993 -0.461 -0.119 0.155
H -2.418 -1.023 0.159 0.246
H -1.787 0.573 0.891 0.240
H -2.175 0.397 -0.806 0.228
H 0.063 1.500 -0.279 0.199
H 2.379 -1.650 0.698 0.100
```

Results
LUMO energy in eV: 0.46
Highest occupied orbital energy in eV: -8.2
Gap between HOMO and LUMO in eV: 8.7

In hartree, relative to the most stable structure: entry a 0.0157; entry b 0.0000.

Entry a
Below is a cluster of 2 separate species, C4H8NO3 in total, with properties calculated with wB97M-V/def2-TZVPD.

The geometry in XYZ format:
```
16
Properties=species:S:1:pos:R:3:nbo_charge:R:1
C -2.058 -0.591 1.271 -0.750
C -1.457 0.719 1.889 0.770
O -0.254 0.646 2.220 -0.818
O -2.220 1.697 1.807 -0.776
H -2.081 -1.385 2.033 0.191
H -1.338 -1.012 0.588 0.194
H -3.030 -0.438 0.816 0.196
C 0.922 0.889 -1.643 -0.738
C 1.911 -0.234 -1.423 0.689
O 2.972 -0.296 -2.006 -0.626
N 1.489 -1.088 -0.431 -0.846
H 2.102 -1.860 -0.296 0.374
H 1.131 -0.660 0.400 0.431
H 1.310 1.574 -2.405 0.215
H 0.634 1.417 -0.734 0.261
H -0.032 0.621 -2.087 0.232
```

Results
LUMO energy in eV: 3.62
Charge: -1
Highest occupied orbital energy in eV: -4.2
Gap between HOMO and LUMO in eV: 7.8

Entry b
Below is a cluster of 2 separate species, C4H8NO3 in total, with properties calculated with wB97M-V/def2-TZVPD.

The geometry in XYZ format:
```
16
Properties=species:S:1:pos:R:3:nbo_charge:R:1
C 1.169 1.913 0.137 -0.712
C 1.839 0.873 -0.745 0.671
O 2.697 1.195 -1.556 -0.671
N 1.480 -0.403 -0.534 -0.820
H 2.004 -1.125 -1.005 0.392
H 0.733 -0.668 0.096 0.441
H 1.186 2.863 -0.407 0.223
H 1.779 1.962 1.046 0.229
H 0.163 1.630 0.450 0.231
C -1.917 -0.749 -0.147 -0.738
C -1.764 -1.786 0.997 0.766
O -0.728 -1.628 1.702 -0.820
O -2.688 -2.598 1.097 -0.768
H -1.068 -0.084 -0.111 0.172
H -2.805 -0.166 0.099 0.202
H -2.081 -1.228 -1.118 0.201
```

Results
LUMO energy in eV: 3.63
Charge: -1
Highest occupied orbital energy in eV: -4.4
Gap between HOMO and LUMO in eV: 8.0

Entry c
Below is a structure of composition C4H8NO3, with properties calculated with wB97M-V/def2-TZVPD.

The geometry in XYZ format:
```
16
Properties=species:S:1:pos:R:3:nbo_charge:R:1
C 0.279 0.354 0.339 -0.251
C -1.196 0.339 0.766 -0.449
C -2.267 0.077 -0.367 0.006
O -3.490 -0.022 0.234 -0.951
N 0.908 -0.910 -0.066 -0.631
C 2.486 -0.630 -0.460 0.620
O 3.011 -0.164 0.706 -0.507
O 2.887 -0.892 -1.631 -0.571
H 0.968 0.736 1.103 0.190
H 0.325 1.159 -0.532 0.135
H -1.395 1.262 1.386 0.194
H -1.399 -0.388 1.590 0.205
H -2.228 0.897 -1.049 0.095
H -1.848 -0.885 -0.989 0.024
H 0.581 -1.442 -0.877 0.382
H 2.378 0.508 -0.154 0.509
```

Results
LUMO energy in eV: 1.97
Charge: -1
Highest occupied orbital energy in eV: -2.6
Gap between HOMO and LUMO in eV: 4.5

Entry d
Below is a cluster of 2 separate species, C4H8NO3 in total, with properties calculated with wB97M-V/def2-TZVPD.

The geometry in XYZ format:
```
16
Properties=species:S:1:pos:R:3:nbo_charge:R:1
C 0.769 -1.160 -1.824 -0.742
C 1.223 -2.054 -0.621 0.768
O 0.300 -2.396 0.160 -0.822
O 2.436 -2.316 -0.574 -0.767
H -0.001 -1.651 -2.426 0.197
H 1.607 -0.840 -2.443 0.196
H 0.278 -0.288 -1.379 0.185
C 0.214 1.730 1.115 -0.715
C -1.269 1.472 1.201 0.671
O -2.101 2.353 1.378 -0.663
N -1.632 0.203 0.902 -0.829
H -2.581 0.038 0.619 0.390
H -0.941 -0.517 0.711 0.440
H 0.447 2.730 1.459 0.219
H 0.479 1.713 0.057 0.236
H 0.772 0.983 1.666 0.236
```

Results
LUMO energy in eV: 3.63
Charge: -1
Highest occupied orbital energy in eV: -4.4
Gap between HOMO and LUMO in eV: 8.0

In hartree, relative to the most stable structure: entry a 0.0150; entry b 0.0028; entry c 0.2783; entry d 0.0000.